# C9H12Se

A cluster of 2 separate species, C9H12Se in total (ωB97M-V/def2-TZVPD, the OMol25 dataset).

The SMILES is C/C=C/c1ccccc1.[SeH2]. The total charge is 0. Its orbital gap is 9.2 eV.

Atoms and positions in Å:
C (-1.463, 2.319, 0.559)
C (-1.407, 1.284, 1.396)
C (-0.866, 2.236, -0.668)
C (-0.852, 0.031, 0.938)
C (-0.318, 1.082, -1.177)
C (-0.349, -0.086, -0.340)
C (0.868, -3.701, -0.689)
C (-0.059, -2.569, -0.490)
C (0.284, -1.297, -0.821)
Se (2.943, 1.156, 0.923)
H (-1.955, 3.206, 0.900)
H (-1.594, 1.294, 2.483)
H (-0.980, 3.116, -1.307)
H (-0.968, -0.794, 1.521)
H (0.243, 1.135, -2.111)
H (0.445, -4.637, -0.672)
H (1.200, -3.607, -1.762)
H (1.585, -3.702, 0.102)
H (1.525, 1.639, 0.654)
H (-1.043, -2.879, -0.105)
H (1.177, -1.142, -1.451)
H (3.397, 2.269, 1.904)

Atomic partial charges in e from the Löwdin method, atoms 1 to 5: atom 1 (C): -0.135, atom 2 (C): -0.076, atom 3 (C): -0.118, atom 4 (C): -0.028, atom 5 (C): -0.048

***

# C20H24N2O4P2Ru

A structure of composition C20H24N2O4P2Ru (ωB97M-V/def2-TZVPD, the OMol25 dataset).

The total charge is +1. Its orbital gap (alpha / beta) is 6.3 / 5.1 eV. Its multiplicity is 6.

Atoms and positions in Å:
C (-1.506, 3.477, -1.862)
C (-1.294, 2.129, -1.540)
C (-0.007, 1.539, -1.703)
C (1.063, 2.298, -2.271)
C (0.784, 3.667, -2.627)
C (-0.436, 4.246, -2.372)
C (2.289, 1.637, -2.449)
C (2.485, 0.269, -2.195)
C (1.379, -0.426, -1.641)
C (1.475, -1.819, -1.402)
C (2.680, -2.507, -1.613)
C (3.802, -1.786, -2.070)
C (3.692, -0.475, -2.428)
H (-2.504, 3.924, -1.677)
H (1.588, 4.223, -3.103)
H (-0.636, 5.304, -2.576)
H (3.123, 2.205, -2.876)
H (2.753, -3.572, -1.350)
H (4.746, -2.327, -2.165)
H (4.522, 0.084, -2.853)
N (0.265, 0.279, -1.156)
Ru (-0.172, -0.140, 1.796)
C (-2.402, 1.292, -0.972)
H (-2.385, 0.270, -1.369)
H (-3.382, 1.788, -1.056)
C (0.251, -2.546, -0.943)
H (-0.649, -2.136, -1.391)
H (0.346, -3.632, -1.036)
P (-1.996, 0.974, 0.860)
P (-0.046, -2.222, 0.881)
C (1.344, -3.128, 1.653)
H (1.266, -3.002, 2.740)
H (1.232, -4.181, 1.349)
H (2.293, -2.724, 1.276)
C (-1.519, -3.260, 1.188)
H (-1.222, -4.289, 0.962)
H (-1.827, -3.147, 2.227)
H (-2.312, -2.944, 0.508)
C (-1.932, 2.640, 1.639)
H (-2.907, 3.143, 1.629)
H (-1.572, 2.412, 2.651)
H (-1.177, 3.216, 1.098)
C (-3.513, 0.128, 1.444)
H (-3.273, -0.075, 2.500)
H (-4.420, 0.747, 1.332)
H (-3.599, -0.825, 0.894)
C (1.563, 0.420, 1.854)
O (2.686, 0.670, 2.015)
H (-0.059, 0.127, -0.035)
O (-0.409, -1.011, 5.765)
N (-0.224, -0.448, 4.657)
O (-0.027, 0.760, 4.379)
O (-0.220, -1.242, 3.432)

Atomic partial charges in e from the Löwdin method, atoms 1 to 5: atom 1 (C): -0.039, atom 2 (C): -0.254, atom 3 (C): -0.155, atom 4 (C): -0.139, atom 5 (C): -0.007

***

# Br2FP

The molecule Br2FP (ωB97M-V/def2-TZVPD, the OMol25 dataset).

The SMILES is FP(Br)Br. The total charge is 0. Its orbital gap is 9.9 eV.

Atoms and positions in Å:
F (-0.075, -0.674, -0.345)
P (-0.066, 0.560, 0.631)
Br (-1.082, 1.822, -0.833)
Br (2.124, 0.727, 0.395)

Population analysis type Löwdin, resulting atomic charges in e: atom 1 (F): -0.496, atom 2 (P): 0.044, atom 3 (Br): 0.235, atom 4 (Br): 0.217

***

# C48H42BrCl3InN5O3S3

A structure of composition C48H42BrCl3InN5O3S3 (ωB97M-V/def2-TZVPD, the OMol25 dataset).

The total charge is -2. Its orbital gap is 6.4 eV.

Atoms and positions in Å:
In (0.361, -0.542, -1.252)
Cl (1.960, -5.711, -6.509)
C (1.620, -4.763, -5.075)
C (0.762, -3.682, -5.156)
C (0.506, -2.949, -4.013)
Cl (-0.604, -1.615, -4.083)
C (1.095, -3.226, -2.758)
O (0.878, -2.554, -1.679)
C (1.940, -4.360, -2.746)
Cl (2.658, -4.826, -1.237)
C (2.207, -5.114, -3.873)
H (0.288, -3.413, -6.089)
H (2.870, -5.964, -3.806)
S (1.375, 1.191, -2.632)
C (0.102, 2.026, -3.496)
S (-1.555, 1.623, -3.365)
C (0.531, 3.042, -4.346)
C (-0.386, 3.782, -5.148)
N (-1.077, 4.398, -5.837)
C (1.893, 3.436, -4.455)
N (2.989, 3.793, -4.529)
C (1.076, 4.613, -1.087)
O (0.043, 3.721, -0.714)
C (-1.115, 4.230, -0.251)
C (-1.316, 5.559, 0.086)
C (-2.561, 5.939, 0.579)
Br (-2.823, 7.765, 1.057)
C (-3.590, 5.049, 0.742)
C (-3.385, 3.707, 0.390)
C (-2.156, 3.293, -0.106)
O (-1.895, 1.994, -0.388)
C (-4.501, 2.771, 0.606)
N (-5.722, 3.142, 0.918)
C (-6.416, 1.959, 1.074)
C (-7.753, 1.738, 1.407)
C (-8.191, 0.432, 1.501)
C (-7.326, -0.651, 1.266)
C (-5.999, -0.455, 0.932)
C (-5.567, 0.864, 0.844)
N (-4.347, 1.417, 0.553)
H (1.482, 5.131, -0.211)
H (0.713, 5.344, -1.815)
H (1.845, 4.000, -1.547)
H (-0.526, 6.286, -0.023)
H (-4.555, 5.348, 1.121)
H (-1.793, 1.832, -1.374)
H (-8.417, 2.574, 1.580)
H (-9.225, 0.232, 1.755)
H (-7.707, -1.661, 1.347)
H (-5.328, -1.282, 0.741)
H (-3.488, 0.948, 0.284)
S (-1.972, -1.064, -0.637)
C (-1.849, -2.798, -0.256)
C (-1.866, -3.758, -1.263)
C (-1.771, -5.104, -0.954)
C (-1.673, -5.516, 0.369)
C (-1.678, -4.566, 1.380)
C (-1.766, -3.217, 1.069)
H (-1.937, -3.435, -2.293)
H (-1.759, -5.835, -1.754)
H (-1.588, -6.569, 0.608)
H (-1.601, -4.873, 2.416)
H (-1.757, -2.472, 1.855)
C (5.959, -2.723, 1.963)
C (5.078, -2.241, 0.837)
C (5.469, -2.406, -0.482)
C (4.643, -1.928, -1.498)
C (5.025, -2.082, -2.947)
C (3.455, -1.305, -1.177)
C (2.999, -1.130, 0.148)
C (3.873, -1.619, 1.142)
N (1.779, -0.521, 0.369)
C (1.482, 0.137, 1.647)
C (0.267, 1.041, 1.419)
C (-0.127, 1.834, 2.665)
C (-0.475, 0.852, 3.787)
C (0.735, -0.046, 4.056)
C (1.928, 0.821, 4.477)
C (2.254, 1.831, 3.371)
C (1.036, 2.718, 3.110)
C (2.622, 1.083, 2.086)
C (1.098, -0.829, 2.788)
H (6.721, -3.412, 1.597)
H (5.375, -3.239, 2.728)
H (6.470, -1.889, 2.451)
H (6.404, -2.902, -0.722)
H (6.003, -2.554, -3.049)
H (5.058, -1.113, -3.448)
H (4.294, -2.697, -3.479)
H (2.868, -0.927, -2.004)
H (3.620, -1.539, 2.186)
H (-0.587, 0.426, 1.126)
H (0.487, 1.724, 0.595)
H (-0.997, 2.456, 2.428)
H (-1.335, 0.242, 3.493)
H (-0.752, 1.398, 4.696)
H (0.495, -0.754, 4.859)
H (2.799, 0.186, 4.669)
H (1.696, 1.349, 5.409)
H (3.102, 2.453, 3.681)
H (1.268, 3.449, 2.328)
H (0.764, 3.276, 4.014)
H (3.556, 0.545, 2.233)
H (2.791, 1.791, 1.268)
H (0.246, -1.426, 2.446)
H (1.897, -1.533, 3.013)

Atomic partial charges in e from the Löwdin method, atoms 1 to 5: atom 1 (In): 0.408, atom 2 (Cl): 0.599, atom 3 (C): -0.685, atom 4 (C): -0.141, atom 5 (C): -0.548

***

# C39H82FN19O31S2

A cluster of 14 separate species, C39H82FN19O31S2 in total (ωB97M-V/def2-TZVPD, the OMol25 dataset).

The total charge is 0. Its orbital gap is 7.2 eV.

Atoms and positions in Å:
C (3.151, -2.238, 5.056)
C (1.651, -1.947, 5.067)
N (1.332, -0.608, 4.588)
C (1.550, -0.373, 3.174)
C (0.236, -0.064, 2.388)
C (-0.780, -1.180, 2.711)
C (-1.920, -1.405, 1.696)
C (-3.352, -1.170, 2.253)
C (-4.379, -2.117, 1.628)
N (-5.509, -1.349, 1.035)
C (-6.269, -2.125, 0.137)
N (-6.903, -3.186, 0.440)
N (-6.267, -1.663, -1.183)
C (0.581, -0.004, 0.887)
C (0.897, -1.365, 0.236)
C (1.857, -1.151, -0.940)
C (2.445, -2.452, -1.475)
N (2.703, -2.387, -2.903)
C (3.206, -1.328, -3.581)
C (3.308, -1.629, -4.914)
C (2.817, -2.956, -5.028)
C (2.451, -3.394, -3.794)
C (-0.204, 1.324, 2.885)
C (-1.669, 1.659, 2.783)
C (-2.023, 3.067, 3.273)
C (-1.814, 4.217, 2.276)
C (-2.311, 3.882, 0.888)
O (-2.621, 5.098, 0.176)
C (-1.972, 5.272, -0.998)
C (-2.061, 4.169, -2.021)
O (-1.364, 6.282, -1.234)
O (0.586, 2.360, 2.197)
S (2.020, 2.488, 2.809)
O (1.952, 3.035, 4.131)
O (2.853, 3.168, 1.868)
C (2.640, 0.746, 2.979)
F (3.416, 0.820, 4.105)
N (3.476, 0.416, 1.862)
C (4.670, 0.644, 1.859)
S (6.184, 0.958, 1.795)
H (3.644, -1.817, 5.928)
H (3.304, -3.317, 5.038)
H (3.616, -1.842, 4.154)
H (1.105, -2.731, 4.525)
H (1.317, -1.993, 6.105)
H (0.415, -0.315, 4.891)
H (2.007, -1.269, 2.754)
H (-1.212, -0.989, 3.694)
H (-0.206, -2.103, 2.788)
H (-1.865, -2.439, 1.370)
H (-1.840, -0.792, 0.802)
H (-3.633, -0.164, 1.935)
H (-3.372, -1.165, 3.342)
H (-4.790, -2.786, 2.378)
H (-3.921, -2.703, 0.834)
H (-5.091, -0.602, 0.490)
H (-6.762, -3.420, 1.420)
H (-6.912, -2.223, -1.722)
H (-6.570, -0.701, -1.248)
H (-0.296, 0.386, 0.360)
H (1.385, 0.690, 0.667)
H (1.311, -2.078, 0.951)
H (-0.022, -1.783, -0.174)
H (2.668, -0.510, -0.597)
H (1.310, -0.619, -1.720)
H (1.784, -3.301, -1.301)
H (3.384, -2.678, -0.970)
H (3.454, -0.394, -3.100)
H (3.664, -0.978, -5.690)
H (2.739, -3.482, -5.965)
H (2.022, -4.341, -3.515)
H (0.052, 1.424, 3.945)
H (-2.160, 0.972, 3.473)
H (-2.083, 1.444, 1.798)
H (-1.455, 3.279, 4.181)
H (-3.081, 3.039, 3.537)
H (-0.761, 4.494, 2.253)
H (-2.347, 5.092, 2.649)
H (-3.209, 3.260, 0.909)
H (-1.535, 3.330, 0.354)
H (-2.182, 4.598, -3.010)
H (-1.118, 3.620, -2.018)
H (-2.855, 3.456, -1.812)
C (-8.118, -1.020, 3.890)
N (-6.943, -0.108, 3.861)
O (-7.070, 0.964, 3.313)
O (-5.928, -0.513, 4.388)
H (-8.940, -0.531, 3.382)
H (-7.825, -1.933, 3.381)
H (-8.352, -1.214, 4.932)
C (5.393, 1.851, 6.204)
N (6.568, 1.601, 7.084)
O (7.502, 0.983, 6.620)
O (6.506, 2.035, 8.215)
H (5.590, 1.409, 5.235)
H (4.528, 1.395, 6.675)
H (5.265, 2.926, 6.129)
C (5.641, -4.573, -2.700)
N (4.972, -5.418, -1.669)
O (5.012, -6.624, -1.804)
O (4.446, -4.840, -0.738)
H (6.083, -5.231, -3.440)
H (4.889, -3.919, -3.138)
H (6.401, -3.994, -2.182)
C (7.252, -8.237, -5.060)
N (7.039, -6.889, -5.655)
O (7.322, -5.919, -4.974)
O (6.592, -6.844, -6.775)
H (7.649, -8.110, -4.061)
H (6.289, -8.737, -5.044)
H (7.949, -8.765, -5.704)
C (-9.358, 0.126, -4.297)
N (-8.323, -0.351, -3.340)
O (-7.360, -0.936, -3.787)
O (-8.517, -0.120, -2.163)
H (-9.050, -0.152, -5.297)
H (-10.295, -0.349, -4.021)
H (-9.428, 1.204, -4.185)
C (5.687, 2.798, -2.404)
N (4.572, 1.824, -2.256)
O (4.498, 1.196, -1.220)
O (3.807, 1.717, -3.190)
H (6.279, 2.777, -1.496)
H (6.269, 2.490, -3.267)
H (5.243, 3.775, -2.567)
C (7.873, -2.957, -6.075)
N (6.491, -2.460, -5.829)
O (5.578, -3.233, -6.007)
O (6.380, -1.306, -5.461)
H (7.808, -3.992, -6.388)
H (8.309, -2.330, -6.847)
H (8.425, -2.859, -5.145)
C (4.631, 5.702, 2.280)
N (5.820, 6.545, 1.983)
O (5.659, 7.544, 1.313)
O (6.883, 6.170, 2.433)
H (3.762, 6.154, 1.817)
H (4.818, 4.713, 1.874)
H (4.524, 5.655, 3.359)
C (-1.599, 7.206, -4.999)
N (-2.461, 6.260, -5.758)
O (-3.532, 6.662, -6.166)
O (-2.038, 5.135, -5.918)
H (-2.106, 8.161, -4.933)
H (-1.442, 6.785, -4.008)
H (-0.660, 7.295, -5.536)
C (-1.081, 2.173, 7.157)
N (-1.971, 1.382, 6.263)
O (-3.012, 1.878, 5.904)
O (-1.571, 0.278, 5.928)
H (-1.561, 3.123, 7.356)
H (-0.942, 1.597, 8.067)
H (-0.135, 2.304, 6.637)
C (-5.359, 5.826, -8.545)
N (-6.624, 5.452, -9.236)
O (-7.190, 4.441, -8.877)
O (-7.007, 6.191, -10.118)
H (-5.144, 5.083, -7.788)
H (-4.577, 5.861, -9.297)
H (-5.507, 6.804, -8.100)
C (-3.272, -3.547, -2.565)
N (-2.115, -3.823, -1.668)
O (-1.153, -4.395, -2.123)
O (-2.223, -3.447, -0.515)
H (-3.037, -3.934, -3.548)
H (-4.139, -4.039, -2.134)
H (-3.423, -2.472, -2.582)
C (-3.424, -4.208, 5.114)
N (-4.180, -5.154, 4.245)
O (-5.166, -4.727, 3.680)
O (-3.755, -6.283, 4.160)
H (-3.922, -3.245, 5.086)
H (-3.417, -4.624, 6.116)
H (-2.414, -4.146, 4.719)

Atomic partial charges in e from the Löwdin method, atoms 1 to 5: atom 1 (C): -0.071, atom 2 (C): -0.256, atom 3 (N): -0.009, atom 4 (C): -0.210, atom 5 (C): -0.317

***

# C19H50N7O6P2

A cluster of 3 separate species, C19H50N7O6P2 in total (ωB97M-V/def2-TZVPD, the OMol25 dataset).

The total charge is -1. Its orbital gap is 1.9 eV.

Atoms and positions in Å:
C (3.772, -0.494, -3.439)
C (4.534, 0.935, -3.173)
O (5.887, 0.934, -3.333)
O (3.902, 2.218, -2.830)
C (2.867, 2.076, -1.794)
C (3.433, 1.989, -0.255)
N (3.282, 0.564, 0.318)
O (4.493, -0.002, 0.483)
C (4.214, -1.465, 0.360)
C (4.259, -2.225, 1.835)
C (2.706, -2.673, 2.181)
O (5.075, -3.446, 1.710)
H (3.638, -1.108, -2.450)
H (4.326, -1.144, -4.266)
H (2.716, -0.239, -3.890)
H (2.116, 1.194, -1.957)
H (2.211, 3.072, -1.846)
H (2.689, 2.649, 0.405)
H (4.509, 2.427, -0.107)
H (3.124, -1.578, -0.080)
H (4.947, -1.924, -0.429)
H (4.689, -1.524, 2.695)
H (2.690, -3.194, 3.241)
H (2.004, -1.728, 2.164)
H (2.327, -3.434, 1.352)
H (5.826, -3.279, 1.061)
O (0.274, -3.826, -1.103)
P (-1.152, -4.240, -0.662)
N (-1.110, -5.591, -1.718)
C (-2.102, -6.072, -2.660)
C (-0.270, -6.698, -1.257)
N (-1.828, -2.856, -1.474)
C (-2.313, -2.895, -2.852)
C (-0.995, -1.635, -1.386)
N (-2.790, -4.717, -0.156)
C (-2.918, -5.916, 0.664)
C (-4.078, -4.196, -0.570)
H (-2.994, -6.482, -2.175)
H (-1.699, -6.872, -3.295)
H (-2.408, -5.317, -3.374)
H (-0.747, -7.250, -0.443)
H (0.695, -6.332, -0.892)
H (-0.040, -7.408, -2.058)
H (-1.536, -3.210, -3.555)
H (-2.677, -1.909, -3.171)
H (-3.187, -3.533, -2.957)
H (-0.169, -1.661, -2.103)
H (-0.577, -1.514, -0.379)
H (-1.585, -0.734, -1.593)
H (-3.061, -6.811, 0.050)
H (-3.759, -5.853, 1.360)
H (-2.025, -6.052, 1.278)
H (-4.404, -4.635, -1.517)
H (-4.091, -3.105, -0.648)
H (-4.862, -4.420, 0.163)
O (0.996, 4.335, 1.358)
P (-0.319, 4.557, 2.145)
N (-1.214, 3.759, 0.920)
C (-2.453, 4.141, 0.269)
C (-1.062, 2.303, 0.905)
N (-0.246, 6.267, 1.828)
C (-0.901, 6.898, 0.684)
C (1.124, 6.830, 1.854)
N (-1.830, 4.812, 3.051)
C (-2.454, 3.643, 3.657)
C (-2.664, 5.994, 3.152)
H (-3.322, 4.092, 0.932)
H (-2.677, 3.487, -0.585)
H (-2.409, 5.127, -0.179)
H (-1.615, 1.834, 1.723)
H (-0.010, 2.018, 1.006)
H (-1.405, 1.858, -0.035)
H (-0.564, 6.478, -0.269)
H (-0.708, 7.978, 0.662)
H (-1.985, 6.835, 0.752)
H (1.658, 6.627, 0.921)
H (1.706, 6.415, 2.685)
H (1.105, 7.918, 1.994)
H (-3.172, 3.170, 2.979)
H (-2.985, 3.890, 4.582)
H (-1.696, 2.906, 3.931)
H (-3.336, 6.086, 2.295)
H (-2.085, 6.914, 3.264)
H (-3.300, 5.967, 4.045)

Atomic partial charges in e from the Löwdin method, atoms 1 to 5: atom 1 (C): -0.034, atom 2 (C): -0.280, atom 3 (O): -0.082, atom 4 (O): -0.111, atom 5 (C): -0.199

***

# C2H4N2O4Sn

A structure of composition C2H4N2O4Sn (ωB97M-V/def2-TZVPD, the OMol25 dataset).

The total charge is 0. Its orbital gap is 4.3 eV.

Atoms and positions in Å:
Sn (-7.474, -7.110, -17.515)
C (-5.873, -10.257, -17.390)
O (-5.949, -9.629, -16.310)
O (-5.013, -11.120, -17.452)
O (-6.450, -9.770, -18.399)
C (-9.216, -5.813, -13.935)
O (-8.643, -6.430, -14.897)
N (-10.137, -6.338, -13.240)
N (-8.824, -4.673, -13.464)
H (-10.525, -7.227, -13.520)
H (-10.186, -6.058, -12.270)
H (-9.371, -4.188, -12.766)
H (-8.241, -4.280, -14.189)

Atomic partial charges in e from the Löwdin method, atoms 1 to 5: atom 1 (Sn): 1.195, atom 2 (C): -1.064, atom 3 (O): -0.036, atom 4 (O): 0.078, atom 5 (O): -0.127

***

# C6H5NO

The molecule C6H5NO (ωB97M-V/def2-TZVPD, the OMol25 dataset).

The SMILES is C#C[C@H]1[C@H]2C=NO[C@@H]12. The total charge is 0. Its orbital gap is 9.5 eV.

Atoms and positions in Å:
C (-2.846, -0.508, -0.128)
C (-1.720, -0.083, 0.201)
C (-0.715, 0.912, 0.152)
C (0.570, 0.843, -0.622)
C (1.115, -0.595, 0.985)
C (0.874, 0.872, 0.771)
H (-3.661, -1.366, -0.030)
H (-1.070, 2.010, 0.083)
H (0.536, 1.731, -1.578)
H (1.218, -0.970, 2.108)
H (1.509, 1.440, 1.454)
N (1.216, -1.330, -0.162)
O (1.161, -0.273, -1.132)

Atomic partial charges in e from the Löwdin method, atoms 1 to 5: atom 1 (C): 0.099, atom 2 (C): -0.132, atom 3 (C): -0.167, atom 4 (C): -0.380, atom 5 (C): -0.099

***

no.,total energy (hartree)
1,-2751.49218
2,-1964.12597
3,-5589.31624
4,-7693.39802
5,-5803.02124
6,-2270.85152
7,-703.22670
8,-361.35170